# 1
Below is C3H3NO in the gas phase, with properties calculated with the ωB97M-V functional and the def2-TZVPD basis.

The geometry in XYZ format:
```
8
Properties=species:S:1:pos:R:3:forces:R:3
N 0.8670 1.2535 0.5981 -1.50 2.35 -0.76
C 0.1286 0.4423 -0.1339 -4.36 0.62 0.56
C -0.0877 -0.8467 -0.2343 0.69 -0.24 -0.02
C -0.5840 -1.9486 -0.6178 0.38 -0.44 -1.09
O -0.9075 -2.9905 -1.0411 -0.24 0.25 0.53
H 1.5856 0.8420 1.1875 -0.07 0.51 0.38
H -0.1413 1.9661 0.4780 4.38 -0.73 2.18
H -0.8608 1.2819 -0.2365 0.73 -2.33 -1.78
```
Forces are in eV/Å.

As for the total charge: 0. Its SMILES is NC=C=C=O. For the LUMO energy, the calculation gives -0.059 eV. As for the spin multiplicity: 1.

# 2
Below is a molecular structure, CaH12N2O12, with properties calculated with the ωB97M-V functional and the def2-TZVPD basis.

The geometry in XYZ format:
```
27
Properties=species:S:1:pos:R:3:forces:R:3
Ca -0.3547 0.0847 -0.2434 2.91 -1.01 1.17
N 1.3602 -1.1221 2.7284 -1.01 -2.51 3.12
O 1.4066 -2.2838 3.2349 0.69 1.65 -0.84
O 0.6596 -0.9467 1.7427 -1.67 0.19 -3.10
O 1.7927 -0.1328 3.3115 1.26 0.76 0.26
N 2.8221 -0.4210 -1.4467 5.09 -2.23 -1.05
O 3.1095 -0.6970 -2.6047 0.36 -0.23 -1.65
O 1.7257 -0.0747 -1.1940 -7.03 2.43 1.39
O 3.6379 -0.5516 -0.5509 1.08 0.15 1.16
O -1.6860 0.0852 -2.0622 -0.86 0.11 -0.66
H -2.5719 0.4319 -1.9562 -0.31 0.19 -0.06
H -1.6994 -0.3510 -2.9142 0.30 -0.33 -0.22
O -0.4209 2.2808 -1.2658 -0.27 0.39 0.11
H -0.7211 2.7232 -2.0597 0.00 -0.14 -0.37
H 0.0369 2.9603 -0.7709 0.38 0.12 0.38
O -1.6577 1.4119 1.1078 -0.87 0.29 0.14
H -2.1493 2.1871 0.8367 0.05 0.34 -0.18
H -1.7547 1.3869 2.0597 0.27 -0.23 0.44
O -2.2947 -1.3346 0.4720 -0.14 0.04 -0.29
H -2.5278 -2.0162 1.1022 0.27 -0.26 0.36
H -3.0925 -0.8146 0.3749 -0.29 0.12 0.06
O -0.1680 -2.2513 -1.1136 -0.31 0.05 -0.17
H 0.4684 -2.6992 -1.6709 0.57 0.13 -0.09
H -0.8894 -2.8741 -1.0247 -0.23 -0.10 0.20
O 1.2809 1.7365 1.2148 -0.71 0.97 -0.86
H 2.0508 2.1605 0.8358 0.29 -0.06 -0.18
H 1.6370 1.1218 1.8564 0.19 -0.84 0.92
```
Forces are in eV/Å.

As for the total charge: 0. For the LUMO energy, the calculation gives -1.389 eV. As for the spin multiplicity: 1.

# 3
Below is a molecular structure, C40H37BrN4O2PV, with properties calculated with the ωB97M-V functional and the def2-TZVPD basis.

The geometry in XYZ format:
```
86
Properties=species:S:1:pos:R:3:forces:R:3
V 0.0493 0.0160 -0.3005 0.41 0.40 0.57
Br -4.7650 -4.6562 2.9929 0.00 -0.03 0.01
C -3.8344 -3.2934 2.0729 0.19 -0.05 -0.08
C -4.3748 -2.0005 2.0158 -0.06 0.09 0.00
C -3.7122 -0.9954 1.3628 0.03 -0.10 0.06
C -2.4524 -1.2088 0.7472 -0.08 0.05 -0.16
O -1.9000 -0.2410 0.0942 0.07 0.02 0.23
C -1.9006 -2.5224 0.8368 0.06 -0.13 -0.02
C -0.6328 -2.9128 0.2990 -0.11 0.12 0.10
N 0.2800 -2.1035 -0.1272 -0.02 0.12 -0.44
C 1.5380 -2.5631 -0.5716 -0.10 -0.26 0.05
C 2.0549 -3.8121 -0.3128 0.09 0.14 -0.06
C 3.3081 -4.2005 -0.8289 -0.05 0.03 0.02
C 4.0356 -3.3457 -1.6036 0.00 0.00 0.00
C 3.5514 -2.0422 -1.8650 0.07 -0.05 -0.02
C 4.2613 -1.1174 -2.6666 -0.01 0.07 -0.02
C 3.7481 0.1286 -2.8773 -0.12 -0.04 0.10
C 2.5355 0.4707 -2.2481 0.08 0.07 0.03
N 1.8514 -0.3588 -1.4933 -0.19 -0.08 0.26
C 2.3204 -1.6325 -1.3200 0.08 -0.16 -0.05
C -2.6320 -3.5499 1.4759 -0.18 0.01 0.10
H -5.3288 -1.8063 2.4879 -0.01 0.02 0.00
H -4.1311 0.0001 1.3061 0.00 0.01 -0.01
H -0.4540 -3.9895 0.2888 0.03 0.01 0.00
H 1.5012 -4.5213 0.2870 -0.01 -0.01 0.02
H 3.6781 -5.1926 -0.6100 0.02 -0.01 -0.01
H 4.9882 -3.6437 -2.0202 0.02 -0.02 -0.01
H 5.2051 -1.4148 -3.1056 0.01 -0.01 -0.01
H 4.2502 0.8643 -3.4874 0.04 -0.01 -0.02
H 2.1347 1.4741 -2.3474 0.00 -0.01 -0.01
H -2.2167 -4.5499 1.5095 0.01 -0.01 0.00
N -0.8067 1.4944 -1.7552 -0.20 -0.14 -0.09
C -0.2130 2.7983 -1.9269 0.08 0.06 -0.03
C -0.3611 3.4859 -3.1251 0.03 -0.02 0.05
C 0.2411 4.7230 -3.2907 0.01 0.01 -0.01
C 0.9837 5.2840 -2.2601 -0.01 0.00 -0.02
C 1.1278 4.5989 -1.0660 -0.01 -0.03 0.02
C 0.5415 3.3479 -0.8865 -0.03 0.10 -0.08
P 0.7265 2.3252 0.6023 -0.27 -0.36 -0.09
C -0.4973 2.9963 1.7664 0.02 0.09 -0.09
C -1.6376 3.6422 1.2983 -0.03 0.03 -0.02
C -2.6272 4.0472 2.1815 -0.03 0.01 0.05
C -2.4818 3.8181 3.5413 -0.04 0.03 -0.01
C -1.3426 3.1828 4.0146 0.01 -0.02 0.02
C -0.3586 2.7676 3.1329 0.04 -0.04 0.05
C 2.3407 2.7418 1.3033 0.06 -0.01 0.00
C 2.5754 3.9075 2.0314 -0.06 0.03 -0.02
C 3.8447 4.1872 2.5103 0.00 0.04 0.02
C 4.8898 3.3073 2.2674 0.04 -0.06 -0.02
C 4.6637 2.1389 1.5539 0.02 0.05 0.03
C 3.3916 1.8547 1.0804 0.02 -0.04 0.01
H -1.0563 1.1086 -2.6603 0.00 0.00 0.00
H -1.6771 1.5364 -1.2202 0.00 0.05 -0.04
H -0.9504 3.0533 -3.9246 -0.01 0.00 -0.01
H 0.1266 5.2528 -4.2267 0.00 0.00 -0.01
H 1.4515 6.2502 -2.3898 0.00 0.01 -0.01
H 1.7189 5.0271 -0.2666 0.01 0.01 -0.01
H -1.7603 3.8525 0.2418 0.04 -0.02 0.00
H -3.5064 4.5526 1.8050 -0.02 0.00 0.01
H -3.2490 4.1420 4.2319 0.00 0.00 0.00
H -1.2184 3.0108 5.0760 0.00 0.00 0.01
H 0.5228 2.2661 3.5133 0.02 -0.01 -0.03
H 1.7605 4.5932 2.2330 0.00 -0.01 0.00
H 4.0196 5.0928 3.0756 0.00 0.01 0.00
H 5.8799 3.5293 2.6429 0.01 0.00 0.00
H 5.4743 1.4451 1.3755 0.01 -0.01 0.00
H 3.2127 0.9283 0.5460 -0.04 0.02 -0.02
O 0.2340 -0.2547 2.1105 0.12 0.05 -0.27
C 0.4059 -1.0355 3.0526 -0.05 -0.01 0.04
C -0.3218 -0.8295 4.3586 0.03 0.09 -0.09
C -1.3732 -1.9063 4.6463 -0.07 -0.01 -0.01
C -0.8050 -3.2144 5.1848 0.03 -0.01 0.05
C 0.1649 -3.9271 4.2475 0.01 -0.02 -0.03
C 1.4301 -3.1284 3.9447 0.05 -0.05 0.02
N 1.2332 -2.0869 2.9446 0.02 0.08 -0.03
H -0.7985 0.1453 4.2686 -0.01 -0.01 0.02
H 0.4022 -0.7774 5.1780 0.01 -0.03 0.01
H -1.9563 -2.0874 3.7392 0.00 -0.02 -0.01
H -2.0736 -1.5019 5.3790 0.01 -0.01 0.01
H -1.6292 -3.8869 5.4305 -0.01 0.00 -0.05
H -0.2861 -3.0118 6.1287 -0.01 0.00 0.00
H -0.3293 -4.1613 3.2990 -0.02 -0.01 0.00
H 0.4567 -4.8808 4.6922 0.02 0.02 0.04
H 2.2043 -3.7851 3.5479 -0.03 0.00 0.00
H 1.8361 -2.6913 4.8620 -0.02 -0.01 0.01
H 1.7131 -2.1672 2.0606 -0.01 -0.03 0.01
```
Forces are in eV/Å.

As for the total charge: +1. For the LUMO energy (spin up / spin down), the calculation gives -3.212 / -3.152 eV. The expectation value of S² is 3.761. As for the spin multiplicity: 4.

# 4
Below is a molecular structure, C27H21CuF5N3O7S, with properties calculated with the ωB97M-V functional and the def2-TZVPD basis.

The geometry in XYZ format:
```
65
Properties=species:S:1:pos:R:3:forces:R:3
Cu 0.0814 -1.3560 -0.3412 -0.19 -0.17 -0.17
C -0.6975 -0.2626 -3.6981 -0.01 0.02 0.02
C -1.6582 0.3737 -2.7385 0.01 -0.04 0.02
C -2.8056 1.0130 -3.2110 0.02 -0.01 -0.04
C -3.6693 1.6025 -2.3139 -0.02 0.01 0.04
C -3.3561 1.5798 -0.9636 -0.05 0.01 -0.05
C -2.1918 0.9404 -0.5694 0.11 -0.05 0.17
N -1.3836 0.3243 -1.4363 -0.07 0.03 -0.02
C -1.7381 0.9442 0.8592 0.00 -0.03 -0.11
C -2.3694 1.7035 1.8343 -0.01 0.02 0.02
C -1.8534 1.6951 3.1172 -0.02 0.02 0.03
C -0.7409 0.9301 3.4009 -0.01 0.01 0.00
C -0.1754 0.1794 2.3782 0.09 -0.11 -0.02
N -0.6643 0.2122 1.1430 0.12 0.05 -0.11
C 0.9849 -0.7396 2.6022 -0.12 0.13 -0.09
C 1.5345 -0.9293 3.8590 0.04 0.00 0.02
C 2.5810 -1.8268 3.9868 0.00 0.01 0.02
C 3.0253 -2.5061 2.8723 0.03 0.00 0.00
C 2.4115 -2.2787 1.6427 0.01 -0.01 -0.07
C 2.7908 -3.0563 0.4230 -0.02 -0.03 0.04
N 1.4238 -1.3903 1.5247 -0.06 -0.15 0.04
H -0.4682 0.4322 -4.5086 0.00 -0.01 0.00
H -1.1431 -1.1595 -4.1301 0.00 -0.02 0.00
H 0.2241 -0.5369 -3.1905 -0.02 0.00 0.02
H -3.0022 1.0335 -4.2753 0.00 0.00 0.01
H -4.5756 2.0868 -2.6559 0.00 0.00 0.00
H -4.0128 2.0452 -0.2444 0.00 0.00 -0.01
H -3.2348 2.3053 1.6035 0.00 0.00 0.00
H -2.3235 2.2824 3.8956 0.00 0.00 0.00
H -0.3364 0.9055 4.4006 -0.01 0.00 0.00
H 1.1475 -0.4135 4.7240 0.02 -0.01 0.01
H 3.0326 -2.0028 4.9552 -0.01 -0.01 0.00
H 3.8272 -3.2288 2.9402 0.00 0.00 0.00
H 3.7535 -3.5480 0.5595 0.01 0.00 -0.01
H 2.8167 -2.4118 -0.4568 0.01 0.00 0.03
H 2.0279 -3.8214 0.2548 0.01 0.02 -0.01
F -1.4292 -2.8491 -2.1966 -0.02 0.01 -0.03
C -0.1571 -2.8417 -1.6493 0.13 0.22 0.18
F 0.0049 -4.0808 -1.0759 0.01 -0.08 -0.01
H 0.5607 -2.7664 -2.4716 -0.02 -0.03 -0.05
F -3.0088 -5.0268 2.9629 -0.03 -0.07 0.09
C -2.8374 -4.2832 1.8612 -0.01 0.02 -0.04
F -3.9994 -3.6667 1.6037 -0.08 -0.01 -0.02
F -2.5712 -5.1053 0.8470 -0.02 -0.08 -0.05
S -1.4936 -3.0630 2.0973 0.38 0.35 -0.07
O -0.3226 -3.8555 2.3834 -0.13 -0.04 0.04
O -1.9711 -2.2143 3.1676 -0.01 -0.10 0.00
O -1.4770 -2.4027 0.7896 -0.13 -0.04 0.09
O 3.6220 -0.2696 -2.5529 -0.09 0.01 -0.13
C 2.5719 0.0598 -1.9963 0.27 -0.14 0.34
O 1.7148 -0.7413 -1.4994 -0.01 0.18 -0.01
C 2.2892 1.5491 -1.8617 -0.08 0.10 -0.12
C 3.0132 2.4533 -2.6295 -0.06 0.07 0.02
C 2.7612 3.8287 -2.5777 0.04 -0.07 -0.02
C 1.7720 4.2424 -1.7198 0.06 0.07 -0.08
O 1.3405 5.5270 -1.4709 -0.07 0.06 0.09
C 0.2485 5.3964 -0.5597 0.11 -0.13 -0.05
O 0.1549 4.0341 -0.1614 -0.01 0.11 0.04
C 1.0659 3.3517 -0.9438 -0.06 -0.09 0.05
C 1.2931 2.0026 -0.9904 0.04 -0.08 -0.02
H 3.7819 2.0556 -3.2774 0.00 -0.01 -0.01
H 3.3135 4.5354 -3.1826 0.00 0.00 0.01
H -0.6777 5.6952 -1.0600 -0.03 0.01 -0.02
H 0.4380 6.0179 0.3171 -0.02 0.02 0.01
H 0.7363 1.2968 -0.3962 -0.01 0.01 0.02
```
Forces are in eV/Å.

As for the total charge: -1. For the LUMO energy (spin up / spin down), the calculation gives 2.232 / 2.229 eV. The expectation value of S² is 0.753. As for the spin multiplicity: 2.